Computed, not measured: one molecule with the formula C8H13BrO4 in a non-equilibrium geometry, with wB97M-V/def2-TZVPD.

## Properties
Charge ... 0
2S+1 ... 1
LUMO level ... 0.5 eV
F_max ... 6.409 eV Å⁻¹

```
26
C8H13BrO4 (wB97M-V/def2-TZVPD)
C -1.87 -2.29 1.74
C -1.73 -0.74 1.22
C -0.47 0.00 1.88
O 0.81 -0.68 1.63
C 1.67 0.15 0.77
C 1.16 -0.03 -0.75
Br 0.84 -2.03 -0.82
O 2.14 0.11 -1.84
C 1.29 -0.22 -2.98
O 1.52 -1.03 -3.90
O 0.11 0.59 -2.76
C 0.04 0.93 -1.35
C 0.51 2.50 -1.38
H -1.17 -2.97 1.13
H -1.74 -2.37 2.87
H -2.96 -2.59 1.47
H -1.72 -0.80 0.08
H -2.67 -0.16 1.58
H -0.64 0.00 3.02
H -0.41 1.09 1.50
H 2.74 -0.27 0.82
H 1.71 1.24 1.13
H -0.98 1.03 -0.85
H 0.48 2.93 -0.31
H -0.22 3.03 -2.10
H 1.56 2.60 -1.82
```